No. 1
Here is a structure of composition C40H63IrN7O2P from OMol25. Energies are from the ωB97M-V functional and the def2-TZVPD basis.

F_max: 4.4 eV/A
<S²>: 0.796
energy relative to the best compared isomer or geometry (same formula, charge and spin): 199.9 kJ/mol
multiplicity: 2
charge: +3
orbital gap (spin up / spin down): 6.45 / 5.77 eV

Geometry (Å):
Ir (-0.746, 1.164, -0.691)
C (-1.916, -1.648, -0.346)
N (-2.524, -0.299, -0.201)
C (-3.655, -0.123, -1.146)
C (-2.917, -0.060, 1.177)
C (-4.017, -0.692, 1.708)
C (-4.407, -0.442, 3.023)
C (-3.732, 0.519, 3.769)
C (-2.642, 1.168, 3.237)
C (-2.146, 0.818, 1.958)
N (-1.026, 1.333, 1.387)
C (-0.126, 2.124, 2.057)
C (0.172, 2.016, 3.429)
C (0.893, 3.007, 4.059)
C (1.323, 4.120, 3.341)
C (1.155, 4.159, 1.960)
C (0.505, 3.127, 1.318)
N (0.509, 2.998, -0.126)
C (0.218, 4.251, -0.853)
C (1.854, 2.469, -0.533)
H (-2.626, -2.423, -0.048)
H (-1.035, -1.703, 0.286)
H (-1.637, -1.812, -1.386)
H (-4.277, -1.018, -1.184)
H (-3.271, 0.060, -2.148)
H (-4.271, 0.718, -0.836)
H (-4.578, -1.399, 1.112)
H (-5.252, -0.970, 3.443)
H (-4.069, 0.768, 4.766)
H (-2.180, 1.973, 3.787)
H (-0.137, 1.133, 3.972)
H (1.106, 2.921, 5.116)
H (1.840, 4.926, 3.843)
H (1.558, 4.994, 1.401)
H (1.086, 4.912, -0.861)
H (-0.616, 4.769, -0.383)
H (-0.033, 4.025, -1.887)
H (2.644, 3.161, -0.233)
H (1.893, 2.355, -1.616)
H (2.030, 1.509, -0.051)
O (0.900, -0.658, -0.072)
P (2.111, -1.587, -0.163)
C (1.831, -3.265, 0.536)
C (1.682, -3.169, 2.062)
C (1.673, -4.578, 2.671)
C (0.783, -5.555, 1.878)
C (-0.173, -4.795, 0.966)
C (0.612, -3.991, -0.083)
C (3.575, -0.798, 0.620)
C (3.202, -0.056, 1.917)
C (4.323, 0.923, 2.282)
C (5.715, 0.295, 2.074)
C (5.638, -1.227, 2.053)
C (4.797, -1.715, 0.859)
C (2.596, -1.770, -1.936)
C (1.358, -2.037, -2.802)
C (1.811, -2.345, -4.233)
C (2.529, -3.703, -4.275)
C (3.231, -4.030, -2.945)
C (3.728, -2.773, -2.236)
H (2.748, -3.821, 0.320)
H (0.760, -2.631, 2.301)
H (2.510, -2.621, 2.508)
H (1.325, -4.493, 3.701)
H (2.693, -4.962, 2.722)
H (0.210, -6.175, 2.567)
H (1.394, -6.247, 1.294)
H (-0.788, -4.121, 1.573)
H (-0.846, -5.486, 0.458)
H (-0.073, -3.273, -0.533)
H (0.950, -4.677, -0.860)
H (3.849, -0.021, -0.107)
H (3.079, -0.776, 2.724)
H (2.249, 0.470, 1.809)
H (4.199, 1.211, 3.328)
H (4.238, 1.839, 1.688)
H (6.396, 0.620, 2.860)
H (6.153, 0.645, 1.135)
H (5.199, -1.587, 2.987)
H (6.635, -1.660, 1.987)
H (4.491, -2.746, 1.048)
H (5.433, -1.712, -0.027)
H (2.942, -0.749, -2.146)
H (0.691, -1.170, -2.774)
H (0.799, -2.900, -2.438)
H (2.481, -1.547, -4.565)
H (0.949, -2.352, -4.902)
H (3.264, -3.698, -5.081)
H (1.819, -4.495, -4.513)
H (4.070, -4.702, -3.122)
H (2.531, -4.567, -2.299)
H (4.459, -2.279, -2.879)
H (4.269, -3.052, -1.331)
C (-5.897, 3.163, -3.553)
C (-6.163, 4.120, -2.394)
C (-6.775, 3.404, -1.191)
C (-4.892, 4.900, -2.008)
N (-3.863, 4.028, -1.431)
C (-2.921, 3.312, -2.028)
N (-2.297, 2.620, -1.090)
N (-2.885, 2.932, 0.089)
N (-3.819, 3.767, -0.114)
H (-6.831, 2.712, -3.882)
H (-5.223, 2.347, -3.266)
H (-5.468, 3.690, -4.408)
H (-6.872, 4.875, -2.739)
H (-6.049, 2.776, -0.669)
H (-7.594, 2.764, -1.516)
H (-7.173, 4.121, -0.473)
H (-5.125, 5.647, -1.252)
H (-4.470, 5.383, -2.888)
H (-2.703, 3.320, -3.083)
O (-0.372, 1.055, -3.692)
C (-0.558, 0.723, -2.636)

Atomic partial charges in e from the Mulliken method, atoms 1 to 6:
1. Ir 2.708
2. C -1.409
3. N 1.012
4. C -1.554
5. C 0.087
6. C -0.793

No. 2
Here is a cluster of 11 separate species, C60H57F9O2 in total from OMol25. Energies are from the ωB97M-V functional and the def2-TZVPD basis.

F_max: 2.5 eV/A
energy relative to the best compared isomer or geometry (same formula, charge and spin): 0.0 kJ/mol
charge: 0
orbital gap: 9.48 eV

Geometry (Å):
C (0.672, -1.244, 3.362)
C (-0.571, -2.087, 3.426)
O (-1.017, -2.698, 2.493)
C (-1.232, -2.026, 4.822)
H (0.338, -0.201, 3.455)
H (1.236, -1.356, 2.422)
H (1.332, -1.291, 4.263)
H (-0.600, -2.543, 5.540)
H (-2.179, -2.541, 4.817)
H (-1.391, -1.003, 5.178)
C (-3.538, -3.908, -2.299)
C (-4.871, -3.341, -1.962)
O (-5.660, -2.867, -2.732)
C (-5.150, -3.187, -0.497)
H (-3.296, -3.924, -3.371)
H (-3.433, -4.928, -1.929)
H (-2.755, -3.420, -1.723)
H (-5.095, -2.115, -0.355)
H (-4.535, -3.698, 0.263)
H (-6.229, -3.426, -0.364)
F (-5.239, 4.241, -4.282)
C (-5.218, 2.989, -3.722)
C (-4.049, 2.263, -3.752)
C (-3.984, 1.020, -3.215)
C (-5.128, 0.497, -2.633)
C (-6.281, 1.227, -2.549)
C (-6.356, 2.507, -3.084)
H (-3.175, 2.727, -4.182)
H (-3.049, 0.501, -3.160)
H (-5.000, -0.460, -2.129)
H (-7.153, 0.713, -2.162)
H (-7.302, 3.073, -3.060)
F (-2.176, 3.847, -0.335)
C (-3.197, 3.939, 0.497)
C (-3.987, 2.840, 0.768)
C (-5.074, 3.090, 1.581)
C (-5.359, 4.304, 2.148)
C (-4.555, 5.372, 1.851)
C (-3.490, 5.179, 0.981)
H (-3.956, 1.849, 0.358)
H (-5.754, 2.244, 1.782)
H (-6.285, 4.479, 2.704)
H (-4.788, 6.388, 2.163)
H (-2.982, 6.019, 0.649)
F (1.334, -5.324, -0.913)
C (1.718, -5.484, 0.404)
C (2.814, -6.301, 0.530)
C (3.274, -6.586, 1.809)
C (2.636, -5.953, 2.890)
C (1.493, -5.155, 2.757)
C (1.042, -4.935, 1.469)
H (3.291, -6.799, -0.303)
H (4.144, -7.229, 1.968)
H (2.978, -6.217, 3.844)
H (1.086, -4.610, 3.584)
H (0.231, -4.303, 1.199)
F (4.397, 2.779, -2.194)
C (4.729, 1.810, -3.113)
C (4.068, 0.637, -2.957)
C (4.566, -0.446, -3.694)
C (5.603, -0.306, -4.632)
C (6.198, 0.943, -4.858)
C (5.744, 2.025, -4.062)
H (3.230, 0.593, -2.236)
H (4.164, -1.456, -3.488)
H (5.963, -1.175, -5.218)
H (6.934, 1.105, -5.626)
H (6.205, 2.966, -4.097)
F (4.769, 0.391, 3.549)
C (4.750, -0.522, 2.568)
C (5.247, -0.273, 1.327)
C (5.194, -1.336, 0.418)
C (4.575, -2.544, 0.739)
C (3.995, -2.737, 1.970)
C (4.134, -1.722, 2.899)
H (5.639, 0.692, 1.033)
H (5.547, -1.125, -0.569)
H (4.584, -3.353, 0.002)
H (3.531, -3.658, 2.251)
H (3.722, -1.844, 3.900)
F (-2.012, 0.899, 5.685)
C (-1.136, 1.492, 4.892)
C (0.222, 1.562, 5.294)
C (1.164, 2.159, 4.501)
C (0.771, 2.650, 3.278)
C (-0.599, 2.700, 2.985)
C (-1.555, 2.085, 3.738)
H (0.483, 1.051, 6.236)
H (2.236, 2.130, 4.811)
H (1.477, 3.080, 2.609)
H (-0.873, 3.158, 2.044)
H (-2.596, 2.136, 3.437)
F (-0.198, 6.388, 1.195)
C (0.970, 5.764, 1.177)
C (1.441, 5.119, 0.063)
C (2.665, 4.394, 0.151)
C (3.400, 4.418, 1.337)
C (2.897, 5.141, 2.467)
C (1.677, 5.814, 2.335)
H (0.822, 5.029, -0.823)
H (2.983, 3.878, -0.716)
H (4.334, 3.934, 1.410)
H (3.378, 5.174, 3.408)
H (1.269, 6.418, 3.116)
F (-1.862, -0.509, -6.103)
C (-1.071, -1.376, -5.361)
C (-1.355, -2.753, -5.303)
C (-0.585, -3.560, -4.476)
C (0.451, -3.020, -3.698)
C (0.711, -1.673, -3.779)
C (-0.026, -0.849, -4.625)
H (-2.171, -3.161, -5.923)
H (-0.860, -4.596, -4.356)
H (0.980, -3.613, -2.956)
H (1.536, -1.295, -3.212)
H (0.101, 0.269, -4.688)
F (-2.545, -1.108, -1.036)
C (-1.296, -0.625, -0.842)
C (-0.300, -1.527, -0.586)
C (0.952, -1.067, -0.215)
C (1.170, 0.273, 0.015)
C (0.155, 1.201, -0.298)
C (-1.070, 0.738, -0.787)
H (-0.563, -2.584, -0.490)
H (1.757, -1.802, -0.071)
H (2.105, 0.714, 0.258)
H (0.329, 2.261, -0.201)
H (-1.774, 1.495, -1.076)

Atomic partial charges in e from the Mulliken method, atoms 1 to 6:
1. C 1.467
2. C 0.570
3. O -0.498
4. C -1.330
5. H -0.768
6. H -0.713

No. 3
Here is a cluster of 2 separate species, ClH2NO2Si in total from OMol25. Energies are from the ωB97M-V functional and the def2-TZVPD basis.

F_max: 1.7 eV/A
energy relative to the best compared isomer or geometry (same formula, charge and spin): 174.8 kJ/mol
charge: 0
orbital gap (spin up / spin down): 8.12 / 8.09 eV

Geometry (Å):
N (-1.411, -0.898, 0.692)
O (-0.964, -1.543, 1.630)
O (-2.966, -0.620, -1.595)
Si (-2.993, -0.751, -0.103)
Cl (1.940, -1.785, -0.708)
H (2.475, -0.699, -0.303)
H (-4.190, -1.050, 0.767)

Atomic partial charges in e from the natural (NBO) method, atoms 1 to 6:
1. N -0.312
2. O -0.165
3. O -1.120
4. Si 1.793
5. Cl -0.265
6. H 0.265

Among the records above, which one has the highest charge?
C40H63IrN7O2P

F_max of number 2 (C60H57F9O2)?
2.5 eV/A

The highest charge belongs to which entry?
C40H63IrN7O2P

Which value of charge does entry 3 give?
0